{
  "formula": "C19H43AsN2O2RhSSi4",
  "method": "ωB97M-V with the def2-TZVPD basis set",
  "elements": ["Si", "H", "C", "H", "H", "H", "H", "H", "C", "C", "H", "C", "O", "H", "C", "H", "H", "H", "H", "H", "H", "H", "C", "H", "H", "H", "C", "C", "H", "H", "H", "H", "C", "Si", "Si", "N", "O", "H", "As", "C", "H", "H", "H", "H", "C", "H", "H", "C", "H", "Rh", "H", "H", "C", "H", "H", "C", "C", "N", "H", "H", "C", "C", "S", "H", "H", "Si", "C", "H", "H", "H", "C", "H", "H"],
  "coordinates": [[-0.83947, -0.48688, -2.25304], [3.25306, 3.72500, -1.04199], [-2.21759, -1.54222, -1.54083], [-2.44839, 0.18010, 1.73315], [1.72998, 0.96520, -3.60811], [0.28064, -2.24087, -3.57105], [-1.95254, -3.20707, 4.70845], [1.82569, 4.68618, -0.59171], [0.58773, -1.57413, -2.75832], [-0.68078, -2.81522, 3.04855], [-2.38283, 4.03325, 1.63003], [2.23395, 3.67374, -0.64791], [4.72704, 0.86282, -0.88279], [3.13576, 1.28777, -2.55816], [-1.07655, 1.30969, 4.03165], [1.34585, -5.10963, 2.51696], [-3.72549, 1.39767, 1.87353], [-1.93697, -0.28778, -4.46088], [-0.47065, 3.22800, -3.55328], [-2.42619, -2.37840, -2.21528], [-0.76516, 4.13063, -2.05644], [-1.68501, 1.81753, 3.28250], [2.27081, 1.73303, -3.05548], [-0.64998, 0.91101, -4.30280], [-0.09280, 1.78087, 4.02339], [4.25525, 0.60720, 1.07216], [-1.47175, 0.42551, -3.77319], [0.01105, 3.73158, -2.71169], [-0.52429, -4.90012, 0.43238], [0.89513, -2.18623, -1.91638], [-0.42732, -3.84876, -0.97655], [2.29650, 3.25582, 0.36021], [3.92243, 0.67620, 0.02360], [-2.09790, 2.07167, 0.13303], [1.45329, -3.40822, 0.63866], [0.79015, -1.95169, 1.25995], [2.65500, 0.53604, -0.15473], [-2.18004, -0.79164, 5.30874], [-0.12311, 1.02424, -0.59240], [-3.22360, 2.56951, -1.29176], [-1.15364, 4.34327, 0.39455], [2.95329, -3.54979, -1.36521], [-2.76321, 3.27043, -1.98778], [-0.75064, 3.33318, 1.78152], [-3.08538, 0.85860, 1.16864], [-3.55275, 1.69030, -1.85038], [-0.55288, -3.85295, 2.77257], [-1.54864, 3.58845, 1.07917], [-3.73327, 0.25794, 0.52547], [1.21303, 0.24872, 1.29429], [-4.11993, 3.04394, -0.87727], [-1.92332, -1.94987, -0.57099], [2.12071, -4.54007, 1.99962], [-3.14359, -0.97739, -1.41002], [1.46135, -1.00853, -3.08124], [-0.03039, -1.80710, 2.29175], [0.16678, -4.44488, -0.28361], [-0.20953, -0.48827, 2.62700], [2.88131, -1.89736, -0.72031], [0.63902, -5.25171, -0.85184], [-1.45126, -2.44758, 4.11858], [-1.58790, -1.09997, 4.45891], [1.96232, 1.93258, 2.46633], [2.66421, -3.95154, 2.74334], [-1.56004, 1.42797, 5.00195], [1.21726, 2.61205, -1.78593], [-0.94404, -0.14044, 3.69466], [0.57516, 4.58375, -3.10533], [2.61975, 2.47499, -3.78231], [3.84231, -3.12423, 0.09951], [2.91207, -2.95448, -0.44886], [-2.21190, 1.18806, -3.52535], [2.82284, -5.25947, 1.56638]],
  "atomic_forces_ev_per_a": [[0.0147, 0.0478, 0.0212], [-0.0177, 0.0085, 0.0058], [0.0088, 0.0005, -0.0135], [-0.0263, -0.0020, -0.0114], [-0.0227, 0.0280, -0.0153], [0.0016, 0.0137, 0.0127], [0.0001, -0.0006, 0.0001], [-0.0003, -0.0118, 0.0197], [-0.0405, -0.0443, -0.0564], [-0.0789, -0.0490, -0.0174], [0.0231, -0.0023, 0.0097], [0.0144, 0.0247, 0.0111], [-0.0425, -0.0067, 0.0820], [-0.0414, -0.0248, -0.0437], [0.0449, -0.0107, 0.0237], [0.0044, 0.0322, 0.0081], [0.0020, -0.0144, -0.0032], [0.0158, -0.0071, 0.0103], [-0.0232, 0.0060, 0.0542], [-0.0124, -0.0036, 0.0178], [0.0313, 0.0292, -0.0018], [0.0128, 0.0279, -0.0266], [0.0124, 0.1076, -0.0037], [0.0096, 0.0083, 0.0017], [-0.0102, 0.0229, -0.0163], [0.0204, 0.0256, 0.0200], [-0.0222, 0.0132, 0.0179], [0.0059, 0.0470, -0.0430], [0.0065, 0.0116, -0.0237], [0.0507, -0.0706, 0.0662], [-0.0009, 0.0139, -0.0454], [0.0008, -0.0033, -0.0036], [0.1784, -0.0007, 0.0448], [0.0301, 0.0288, -0.1288], [0.1214, -0.0530, 0.1513], [-0.1018, 0.0488, -0.3484], [-0.1697, -0.0259, -0.0854], [-0.0038, 0.0018, 0.0027], [0.0925, -0.1601, 0.1510], [-0.0942, 0.0376, 0.0605], [-0.0052, -0.0119, -0.0151], [0.0118, 0.0030, 0.0188], [0.0025, -0.0310, -0.0070], [0.0066, 0.0083, -0.0006], [-0.0456, 0.0187, -0.0140], [0.0054, 0.0209, 0.0180], [-0.0067, 0.0186, 0.0020], [-0.0247, -0.0223, 0.0278], [0.0295, 0.0113, 0.0025], [0.0672, 0.1676, -0.0379], [0.0182, 0.0049, -0.0124], [-0.0032, 0.0107, 0.0109], [0.0095, -0.0005, -0.0266], [0.0350, 0.0071, 0.0009], [-0.0349, -0.0095, 0.0240], [-0.0789, 0.0455, -0.0131], [0.0250, 0.0428, 0.0088], [0.1196, -0.1495, 0.2808], [-0.0003, -0.0187, -0.0138], [0.0101, -0.0011, 0.0318], [0.0155, -0.0220, -0.0229], [0.0022, 0.0588, -0.0101], [-0.0427, -0.0241, -0.0288], [-0.0003, -0.0129, -0.0042], [0.0146, 0.0014, -0.0113], [-0.0330, -0.1789, -0.0430], [-0.0467, -0.0242, 0.0134], [-0.0157, -0.0280, -0.0327], [0.0169, 0.0124, 0.0173], [-0.0063, 0.0249, -0.0036], [-0.0617, -0.0014, -0.0389], [0.0351, -0.0271, -0.0255], [-0.0128, 0.0116, -0.0004]],
  "mulliken_charge": [0.07, 0.34, -0.90, 0.17, 0.16, 0.43, 0.39, 0.37, -0.30, -0.62, 0.46, -0.87, -0.68, 0.20, -0.97, 0.35, 0.43, 0.39, 0.27, 0.40, 0.19, -0.07, -1.01, 0.25, 0.12, 0.32, -1.00, -1.09, 0.33, -0.62, 0.19, -0.04, -0.33, 0.50, -0.28, 0.28, 0.16, 0.38, 1.11, -1.15, 0.27, 0.43, 0.27, 0.23, -1.03, 0.26, 0.27, -1.09, 0.41, -0.68, 0.41, 0.16, -1.24, 0.29, 0.33, 0.98, -0.95, 0.48, -0.13, 0.43, -0.65, -0.70, -0.71, 0.33, 0.42, 0.64, 0.46, 0.40, 0.39, 0.26, -0.87, 0.26, 0.37],
  "homo_energy_ha": [-0.137, -0.137],
  "e_tot_ha": -4912.521582,
  "lumo_energy_ha": [0.0929, 0.0918],
  "charge": -1
}